111
Properties=species:S:1:pos:R:3 method="wB97M-V/def2-TZVPD" total_charge=+1 max_force_ha_per_bohr=0.081 homo_ev=-9.7094
Br 2.28 1.81 -2.26
Br 2.44 -0.76 5.80
Cl -2.10 -2.05 -5.10
Cl -1.45 6.26 0.46
Cl 2.91 -1.79 -10.40
Cl -6.94 -4.92 -0.56
Cl -0.17 10.74 1.17
Cl -3.88 7.23 2.65
Cl 3.63 -3.74 -7.69
Cl 0.56 8.76 3.85
Cl 3.57 -1.28 -1.52
Cl -8.37 -1.85 -0.45
Cl 0.04 -0.29 -7.09
P -0.92 -0.39 2.01
P 0.72 0.21 -2.11
O 2.28 -2.88 0.12
O 3.20 1.91 2.04
O 0.24 -1.76 4.61
O 5.11 2.63 2.60
O -4.32 -2.37 3.66
O 1.10 -0.85 -3.37
O -2.41 -0.06 1.24
O 3.05 -4.31 -1.53
O -4.34 -2.48 1.36
N -0.93 0.68 3.41
N 2.80 -0.59 0.81
N 4.57 1.67 2.21
C -1.76 7.91 1.06
C 5.02 -3.44 1.43
C 4.99 -5.57 0.14
C 1.12 10.43 3.57
C -8.81 -3.26 0.54
C 6.69 -5.21 2.06
C -0.75 -3.00 0.07
C 1.79 -0.23 1.87
C 6.11 -6.02 0.98
C -2.24 7.92 2.49
C -7.60 -4.11 0.87
C 6.14 -3.87 2.27
C -0.10 -1.98 -0.91
C 0.43 1.66 0.77
C -3.04 -3.13 1.42
C 0.84 -0.79 -0.45
C -0.68 3.62 -0.39
C -4.68 -1.94 2.59
C -0.76 2.24 -0.05
C -2.36 -2.91 0.01
C 0.54 0.08 0.89
C 2.47 0.88 2.74
C 1.79 -1.51 2.81
C 0.07 11.27 2.86
C 3.21 -1.25 -8.73
C 4.24 -2.10 -8.02
C -5.66 -0.69 2.62
C 2.27 -1.54 -0.25
C 3.19 -3.76 -0.48
C -1.85 -2.25 -6.85
C 1.33 -1.39 4.29
C -0.42 -2.01 -7.26
C 4.41 -4.23 0.37
H -2.29 8.94 2.86
H 1.33 10.86 4.55
H 2.26 -1.25 -8.20
H -5.84 -0.34 3.67
H 7.52 -5.54 2.73
H -2.48 8.39 0.39
H 1.37 2.16 0.36
H -0.89 11.22 3.37
H 0.50 -2.59 -1.65
H 2.85 -1.90 2.83
H 6.50 -3.17 3.07
H -2.13 -3.28 -7.09
H 6.53 -7.04 0.84
H -3.24 -4.22 1.60
H 0.40 12.31 2.83
H -2.37 -2.73 2.22
H -5.23 0.19 2.06
H 4.49 -1.65 -7.06
H -2.54 -1.58 -7.37
H -1.51 1.50 3.22
H 3.80 -0.62 1.05
H -2.97 0.33 1.94
H 5.15 -2.18 -8.61
H 0.02 3.87 -1.24
H 4.60 -2.43 1.65
H -0.93 -1.54 -1.54
H -1.64 1.68 -0.45
H 0.28 -2.60 -6.66
H -0.82 8.46 0.99
H -0.28 -2.27 -8.31
H -0.54 -4.05 -0.30
H 4.61 -6.28 -0.63
H 0.33 2.15 1.79
H -9.57 -3.83 0.00
H -0.43 -2.99 1.14
H 3.56 -0.22 -8.79
H -1.35 0.20 4.21
H 3.26 0.36 3.37
H -9.25 -2.89 1.46
H -7.88 -4.89 1.58
H -2.72 -3.72 -0.69
H -1.58 7.35 3.14
H 0.27 -1.09 -3.84
H -6.80 -3.51 1.31
H 1.20 -2.37 2.36
H -1.34 4.36 0.14
H 2.05 10.38 3.00
H 1.72 1.36 3.42
H 2.77 0.29 0.24
H -6.68 -0.94 2.18
H -2.73 -1.95 -0.41